# 1
Below is 7 unconnected molecules or ions with the total composition C15H39Cl9O16P4 in a non-equilibrium geometry, with properties calculated with wB97M-V/def2-TZVPD.

For the energy above the lowest of the compared OMol25 structures with the same formula, charge and spin, the calculation gives 403.8 kJ/mol. Its SMILES is COP(=O)(OC)OC.COP(=O)(OC)OC.COP(=O)(OC)OC.COP(=O)(OC)OC.ClC(Cl)Cl.ClC(Cl)Cl.ClC(Cl)Cl. Its largest force on an atom is 6.0 eV Å⁻¹. As for the highest occupied orbital energy: -0.3871 Eh.

```
! wB97M-V def2-TZVPD RIJCOSX def2/J DEFGRID3
* xyz 0 1
C 5.463 0.272 -3.351
O 6.005 -0.420 -2.214
P 7.498 -1.034 -2.053
O 8.124 -1.377 -3.366
O 8.329 0.049 -1.084
C 9.669 0.102 -0.990
O 7.104 -2.306 -1.128
C 6.295 -3.335 -1.655
H 6.172 0.701 -4.059
H 4.785 1.077 -3.066
H 5.007 -0.500 -3.971
H 9.993 1.141 -0.937
H 10.134 -0.208 -1.926
H 9.971 -0.437 -0.093
H 5.927 -3.171 -2.667
H 5.347 -3.348 -1.116
H 6.652 -4.362 -1.589
C -0.141 3.272 -0.173
O 0.386 2.299 0.601
P 0.469 0.791 0.115
O 0.910 -0.199 1.131
O 1.343 0.809 -1.286
C 1.671 -0.305 -1.989
O -1.023 0.490 -0.436
C -1.745 -0.753 -0.339
H 0.576 3.980 -0.588
H -0.802 3.848 0.475
H -0.947 2.864 -0.783
H 2.724 -0.493 -2.201
H 1.263 -0.162 -2.989
H 1.175 -1.234 -1.707
H -1.231 -1.629 0.057
H -1.946 -0.872 -1.404
H -2.725 -0.624 0.120
C -3.912 1.450 2.119
O -4.440 2.569 1.500
P -4.085 4.102 2.175
O -2.664 4.436 2.001
O -4.730 4.162 3.674
C -6.108 3.974 3.888
O -5.127 5.073 1.335
C -4.615 6.256 0.730
H -4.100 1.649 3.174
H -2.826 1.441 2.018
H -4.274 0.452 1.872
H -6.663 4.884 4.119
H -6.319 3.186 4.611
H -6.596 3.582 2.996
H -4.992 6.438 -0.277
H -3.535 6.202 0.589
H -4.988 7.057 1.368
C -5.219 -2.655 0.582
O -3.967 -2.672 1.227
P -3.837 -2.522 2.788
O -4.792 -1.608 3.440
O -4.048 -4.076 3.197
C -3.092 -5.116 3.150
O -2.255 -2.240 3.059
C -1.696 -1.540 4.170
H -5.246 -3.538 -0.057
H -5.317 -1.827 -0.121
H -6.059 -2.698 1.275
H -3.287 -5.741 2.278
H -3.206 -5.642 4.098
H -2.108 -4.668 3.009
H -1.219 -0.597 3.903
H -0.874 -2.222 4.390
H -2.348 -1.560 5.044
Cl 1.196 -5.745 -4.559
C 2.287 -4.279 -4.769
Cl 2.408 -3.221 -3.316
Cl 1.590 -3.251 -6.009
H 3.292 -4.612 -5.027
Cl 0.164 -4.976 0.819
C 1.227 -3.699 1.208
Cl 2.832 -3.919 0.510
Cl 1.328 -3.509 3.055
H 0.908 -2.715 0.868
Cl -1.913 5.597 -4.425
C -0.153 5.819 -3.962
Cl 0.689 4.365 -3.388
Cl -0.007 7.143 -2.735
H 0.264 6.083 -4.934
*
```

Atom charges from the Löwdin analysis, given in e for atoms 1 to 5: -0.09, -0.23, 0.53, -0.26, -0.21

---

# 2
Below is 5 unconnected molecules or ions with the total composition C15H39N5O4P in a non-equilibrium geometry, with properties calculated with wB97M-V/def2-TZVPD.

Its largest force on an atom is 2.9 eV Å⁻¹. As for the highest occupied orbital energy: -0.3853 Eh.

```
! wB97M-V def2-TZVPD RIJCOSX def2/J DEFGRID3
* xyz 1 1
C 5.009 2.850 -2.612
C 4.592 4.111 -3.570
C 3.457 5.117 -2.953
N 2.416 4.457 -2.076
P 1.421 3.263 -2.977
H 4.327 2.681 -1.677
H 6.128 3.016 -2.232
H 5.062 1.878 -3.300
H 5.578 4.760 -3.750
H 4.268 3.643 -4.619
H 2.990 5.708 -3.878
H 4.012 5.959 -2.315
H 1.727 5.238 -1.855
H 0.046 3.388 -2.481
H 1.825 1.882 -2.716
H 1.380 3.525 -4.415
C 0.095 1.885 0.396
O 1.246 2.019 -0.001
N -0.685 2.884 0.938
C -2.040 2.642 1.385
C -0.134 4.218 1.064
H -0.422 0.912 0.347
H -2.719 3.287 0.820
H -2.108 2.880 2.451
H -2.326 1.598 1.232
H 0.151 4.580 0.072
H 0.759 4.176 1.694
H -0.866 4.898 1.507
C -0.369 -1.883 -0.027
O -1.551 -1.893 0.290
N 0.592 -2.755 0.441
C 1.973 -2.675 0.015
C 0.210 -3.783 1.387
H 0.031 -1.144 -0.740
H 2.251 -3.620 -0.461
H 2.604 -2.505 0.892
H 2.120 -1.858 -0.696
H -0.559 -4.416 0.933
H -0.208 -3.307 2.280
H 1.073 -4.393 1.664
C -1.700 -4.463 -3.503
O -0.985 -3.490 -3.705
N -2.807 -4.486 -2.681
C -3.601 -5.682 -2.496
C -3.188 -3.277 -1.980
H -1.501 -5.434 -3.986
H -4.627 -5.477 -2.816
H -3.592 -5.951 -1.436
H -3.202 -6.514 -3.081
H -3.389 -2.489 -2.712
H -2.360 -2.960 -1.339
H -4.080 -3.449 -1.371
C -0.999 -1.070 3.653
O 0.148 -1.406 3.391
N -1.490 -0.819 4.917
C -2.865 -0.424 5.142
C -0.606 -0.953 6.056
H -1.756 -0.938 2.862
H -2.876 0.555 5.630
H -3.343 -1.164 5.790
H -3.416 -0.361 4.200
H 0.239 -0.269 5.933
H -0.226 -1.979 6.092
H -1.134 -0.723 6.984
*
```

Atom charges from the Löwdin analysis, given in e for atoms 1 to 5: -0.15, -0.26, -0.31, -0.26, 1.01

---

# 3
Below is 3 unconnected molecules or ions with the total composition C15H40B2FNO9P2 in a non-equilibrium geometry, with properties calculated with wB97M-V/def2-TZVPD.

Its SMILES is CCOP(=O)(OCC)OCC.CCOP(=O)(OCC)OCC.CC[C@H](F)BB(N)O. Its largest force on an atom is 8.8 eV Å⁻¹. As for the highest occupied orbital energy: -0.3499 Eh.

```
! wB97M-V def2-TZVPD RIJCOSX def2/J DEFGRID3
* xyz 0 1
C 0.261 -1.722 -0.298
C -0.426 -1.937 1.039
O 0.476 -1.756 2.124
P 0.895 -0.217 2.604
O -0.520 0.349 2.730
O 1.129 -0.455 4.234
C 0.621 0.510 5.160
C -0.643 -0.016 5.817
O 2.544 -0.555 2.377
C 3.106 -1.780 2.860
C 3.530 -2.655 1.693
H 0.807 -0.776 -0.316
H -0.472 -1.725 -1.107
H 0.979 -2.520 -0.493
H -1.290 -1.276 1.132
H -0.802 -2.961 1.099
H 0.441 1.465 4.664
H 1.389 0.678 5.918
H -1.346 -0.420 5.088
H -1.144 0.777 6.381
H -0.401 -0.826 6.507
H 2.416 -2.323 3.503
H 3.977 -1.524 3.469
H 2.869 -2.531 0.837
H 3.543 -3.707 1.982
H 4.536 -2.386 1.357
C 5.327 0.825 -1.312
C 4.153 1.365 -2.110
O 4.243 1.008 -3.484
P 3.841 -0.536 -3.967
O 2.477 -0.613 -3.278
O 3.247 -0.238 -5.492
C 2.057 -0.907 -5.920
C 0.877 0.046 -5.864
O 5.372 -0.754 -4.669
C 5.946 0.271 -5.487
C 7.167 0.861 -4.804
H 5.473 -0.243 -1.491
H 5.167 0.988 -0.244
H 6.249 1.335 -1.595
H 3.212 1.021 -1.677
H 4.145 2.456 -2.061
H 1.874 -1.798 -5.316
H 2.215 -1.240 -6.948
H 0.828 0.584 -4.917
H -0.064 -0.495 -6.005
H 0.961 0.797 -6.651
H 5.231 1.057 -5.721
H 6.237 -0.190 -6.435
H 7.054 0.876 -3.721
H 7.354 1.878 -5.155
H 8.056 0.262 -5.020
C -4.560 1.520 1.794
C -5.671 0.721 2.618
C -7.080 1.256 2.166
F -7.239 2.667 2.304
B -8.345 0.584 2.982
B -9.863 0.969 2.361
N -10.286 2.422 2.374
O -10.732 -0.038 1.792
H -4.659 2.631 1.925
H -3.556 1.177 2.191
H -4.554 1.241 0.699
H -5.611 -0.366 2.293
H -5.495 0.737 3.725
H -7.260 1.011 1.079
H -8.200 -0.125 3.918
H -10.153 2.734 1.400
H -11.301 2.473 2.530
H -10.608 0.062 0.829
*
```

Atom charges from the Löwdin analysis, given in e for atoms 1 to 5: -0.08, -0.29, -0.23, 0.74, -0.23

---

# 4
Below is 4 unconnected molecules or ions with the total composition C15H40BrN4O3S in a non-equilibrium geometry, with properties calculated with wB97M-V/def2-TZVPD.

Its largest force on an atom is 1.1 eV Å⁻¹. As for the highest occupied orbital energy: -0.0979 Eh.

```
! wB97M-V def2-TZVPD RIJCOSX def2/J DEFGRID3
* xyz -1 1
S -2.795 3.513 1.735
C -2.164 2.926 0.144
C -1.231 1.720 0.193
C -1.762 0.496 0.957
N -1.310 -0.766 0.378
Br 0.438 -1.109 1.103
H -1.655 3.754 2.395
H -3.041 2.619 -0.418
H -1.674 3.720 -0.409
H -0.228 2.002 0.510
H -1.149 1.377 -0.837
H -1.482 0.594 2.007
H -2.850 0.473 0.843
C -3.070 -3.825 4.318
C -2.029 -3.215 3.380
C -1.845 -3.978 2.064
O -1.106 -5.191 2.180
C -1.846 -6.306 2.614
N -0.768 -3.043 4.104
H -2.689 -4.708 4.832
H -3.350 -3.102 5.085
H -3.975 -4.108 3.775
H -2.379 -2.218 3.100
H -1.273 -3.340 1.387
H -2.813 -4.178 1.584
H -2.873 -6.280 2.234
H -1.867 -6.381 3.706
H -1.355 -7.201 2.225
H -0.147 -2.541 3.476
H -0.339 -3.959 4.212
C 5.262 1.287 2.408
C 4.432 0.500 1.397
C 5.210 0.112 0.132
O 5.419 1.167 -0.793
C 6.507 2.015 -0.504
N 3.207 1.238 1.106
H 5.387 2.328 2.108
H 4.762 1.291 3.376
H 6.254 0.846 2.541
H 4.137 -0.439 1.877
H 4.623 -0.633 -0.408
H 6.173 -0.354 0.387
H 7.336 1.464 -0.047
H 6.214 2.838 0.154
H 6.851 2.443 -1.446
H 2.602 0.653 0.530
H 3.454 2.025 0.510
C -1.400 1.599 -5.990
C -1.557 2.833 -5.107
C -1.404 2.547 -3.607
O -2.520 1.928 -3.009
C -2.580 0.516 -3.141
N -2.834 3.484 -5.420
H -2.287 0.967 -5.963
H -1.247 1.898 -7.027
H -0.543 0.999 -5.680
H -0.757 3.530 -5.375
H -1.296 3.506 -3.091
H -0.494 1.969 -3.402
H -1.583 0.070 -3.125
H -3.106 0.223 -4.055
H -3.134 0.130 -2.287
H -2.890 4.363 -4.913
H -3.571 2.914 -5.014
*
```

Atom charges from the Löwdin analysis, given in e for atoms 1 to 5: 0.66, -0.60, -0.31, -0.53, -0.56

---

- Which of these has the lowest highest occupied orbital energy?
  C15H39Cl9O16P4